(1)
Here is the molecule C7H8 at a distorted geometry from the Open Molecules 2025 dataset. Energies are from the ωB97M-V functional and the def2-TZVPD basis.

XYZ file:
```
15
Properties=species:S:1:pos:R:3:nbo_charge:R:1
C 0.611 -0.487 -1.173 -0.292
C 0.439 -1.795 -0.395 -0.120
C 1.665 0.399 -0.442 -0.475
C 0.461 -1.001 1.049 -0.265
C 1.262 0.075 0.953 -0.031
C -0.486 -0.728 -0.191 -0.024
C -1.894 -0.101 -0.044 -0.592
H 0.406 -0.344 -2.159 0.221
H 2.608 -0.181 -0.519 0.222
H 1.578 1.455 -0.628 0.221
H 0.150 -1.495 2.039 0.261
H 1.836 0.475 1.858 0.217
H -2.234 -0.235 0.889 0.216
H -2.499 -0.553 -0.768 0.225
H -1.737 0.901 -0.410 0.217
```

## Properties
* energy relative to the best compared isomer or geometry (same formula, charge and spin): 142.9 kcal per mole
* total energy: -7382.551 eV
* frontier orbital gap (spin up / spin down): 8.2 / 8.2 eV
* total charge: 0

---

(2)
Here is the molecule C7H8 at a distorted geometry from the Open Molecules 2025 dataset. Energies are from the ωB97M-V functional and the def2-TZVPD basis.

XYZ file:
```
15
Properties=species:S:1:pos:R:3:nbo_charge:R:1
C 0.564 0.973 1.904 -0.641
C 0.227 0.227 0.636 -0.027
C -0.961 -0.433 0.521 -0.207
C -1.443 -0.870 -0.724 -0.219
C -0.625 -0.777 -1.855 -0.219
C 0.708 -0.339 -1.650 -0.209
C 1.132 0.201 -0.440 -0.215
H 1.292 0.654 2.658 0.226
H 0.888 1.998 1.703 0.221
H -0.296 1.038 2.583 0.216
H -1.580 -0.702 1.372 0.213
H -2.488 -0.931 -1.013 0.218
H -0.949 -0.819 -2.883 0.214
H 1.410 -0.854 -2.308 0.210
H 2.121 0.634 -0.503 0.220
```

## Properties
* energy relative to the best compared isomer or geometry (same formula, charge and spin): 28.0 kcal per mole
* total energy: -7387.534 eV
* frontier orbital gap: 10.1 eV
* SMILES: Cc1ccccc1
* total charge: 0

---

(3)
Here is the molecule C7H8 from the Open Molecules 2025 dataset. Energies are from the ωB97M-V functional and the def2-TZVPD basis.

XYZ file:
```
15
Properties=species:S:1:pos:R:3:nbo_charge:R:1
C -0.121 -1.557 -0.545 -0.596
C -0.263 -0.117 -0.090 -0.104
C 0.222 0.990 -0.928 -0.305
C 1.019 0.648 0.374 -0.393
C 2.285 0.105 0.010 -0.105
C -1.438 0.154 0.720 -0.012
C -2.439 0.356 1.359 -0.215
H -0.976 -1.849 -1.162 0.217
H 0.804 -1.677 -1.109 0.246
H -0.084 -2.222 0.324 0.220
H 0.832 1.338 1.200 0.213
H 0.719 0.746 -1.861 0.244
H -0.288 1.947 -0.887 0.239
H 3.044 0.601 0.652 0.113
H -3.316 0.536 1.942 0.239
```

## Properties
* energy relative to the best compared isomer or geometry (same formula, charge and spin): 143.3 kcal per mole
* total energy: -7382.532 eV
* frontier orbital gap: 8.4 eV
* total charge: 0

---

(4)
Here is a structure of composition C7H8BiN2O4S at a distorted geometry from the Open Molecules 2025 dataset. Energies are from the ωB97M-V functional and the def2-TZVPD basis.

XYZ file:
```
23
Properties=species:S:1:pos:R:3:nbo_charge:R:1
Bi -0.159 -0.259 -2.222 1.381
O -0.773 3.219 -2.435 -0.208
C -0.575 2.106 -2.284 0.438
C 2.052 -0.963 -2.438 0.464
O 3.097 -1.467 -2.414 -0.201
C -2.002 -1.671 -2.451 0.456
O -2.804 -2.510 -2.415 -0.202
C -0.158 -0.258 -4.695 0.479
O -0.159 -0.259 -5.841 -0.201
C 1.416 -0.033 2.990 -0.438
N 1.275 -0.217 1.532 -0.572
C 0.092 -0.694 1.043 0.323
S 0.087 -2.147 0.065 -0.070
N -1.030 0.006 1.284 -0.526
C -1.194 1.304 1.956 -0.453
H 0.438 0.085 3.468 0.228
H 2.007 0.880 3.108 0.248
H 1.987 -0.861 3.443 0.261
H 2.009 -0.768 1.114 0.415
H -1.809 -0.370 0.786 0.416
H -1.776 1.991 1.320 0.238
H -1.792 1.142 2.865 0.275
H -0.229 1.746 2.220 0.249
```

## Properties
* total energy: -35197.323 eV
* frontier orbital gap: 6.0 eV
* total charge: +3

---

(5)
Here is a structure of composition C7H8BrClIN3Tb at a distorted geometry from the Open Molecules 2025 dataset. Energies are from the ωB97M-V functional and the def2-TZVPD basis.

XYZ file:
```
22
Properties=species:S:1:pos:R:3:mulliken_spin:R:1
C 3.337 0.253 0.077 -0.051
C 2.004 -0.622 -0.318 0.051
I 2.398 -1.302 -2.394 -0.993
C 0.751 0.382 -0.217 0.018
C -0.675 -0.349 -0.022 -0.023
N -0.702 -1.091 1.258 0.004
C -0.994 -1.429 -1.195 -0.004
N -0.938 -2.344 -1.996 -0.015
C -1.868 0.776 -0.160 -0.091
Cl -1.961 1.428 -1.901 0.016
Br -1.675 2.276 1.183 -0.027
C -3.353 0.128 0.108 -0.013
N -4.454 -0.387 0.243 0.047
H 3.291 0.654 1.148 -0.002
H 3.372 1.103 -0.715 0.001
H 4.299 -0.364 -0.105 0.003
H 1.929 -1.557 0.340 0.015
H 0.927 1.029 0.734 0.007
H 0.716 1.132 -1.097 0.003
H -1.623 -1.500 1.473 -0.003
H -0.306 -0.557 2.045 0.001
Tb -4.474 2.343 1.514 7.055
```

## Properties
* total energy: -124922.983 eV
* 2S+1: 7
* frontier orbital gap (spin up / spin down): 6.8 / 8.6 eV
* total charge: +3

---

(6)
Here is the molecule C7H8BrI at a distorted geometry from the Open Molecules 2025 dataset. Energies are from the ωB97M-V functional and the def2-TZVPD basis.

XYZ file:
```
17
Properties=species:S:1:pos:R:3:nbo_charge:R:1
Br 3.314 -0.242 -1.782 0.028
C 1.555 -0.505 -1.018 -0.238
C 0.583 0.719 -1.024 -0.278
C -0.844 0.482 -1.216 -0.186
C -1.676 0.323 -0.214 -0.214
C -1.152 0.268 1.174 -0.304
I -0.784 2.284 1.870 0.030
C 0.140 -0.553 1.126 -0.431
C 1.154 0.100 0.340 -0.248
H 1.079 -1.400 -1.259 0.218
H 0.991 1.682 -1.298 0.249
H -1.153 0.469 -2.197 0.210
H -2.789 0.162 -0.408 0.232
H -1.732 0.002 2.016 0.241
H -0.260 -1.521 0.597 0.216
H 0.579 -0.871 2.117 0.233
H 1.788 0.673 0.951 0.243
```

## Properties
* energy relative to the best compared isomer or geometry (same formula, charge and spin): 28.5 kcal per mole
* total energy: -85529.904 eV
* frontier orbital gap: 9.5 eV
* SMILES: Br[C@@H]1[C@H]2C=C[C@H](I)C[C@@H]12
* total charge: 0

---

(7)
Here is the molecule C7H8ClN3 at a distorted geometry from the Open Molecules 2025 dataset. Energies are from the ωB97M-V functional and the def2-TZVPD basis.

XYZ file:
```
19
Properties=species:S:1:pos:R:3:nbo_charge:R:1
C -0.407 -2.185 -0.863 0.156
C -1.538 0.078 -0.410 -0.346
C 0.344 1.295 0.205 -0.133
C -0.597 -0.885 -0.478 0.062
C -1.052 1.302 0.056 0.128
C -1.821 2.480 0.569 -0.663
C 2.152 -1.719 -0.400 -0.424
N -0.379 -3.267 -1.180 -0.280
N 0.846 0.071 -0.088 -0.120
N 1.866 -0.583 0.413 -0.223
Cl 1.699 -0.783 2.148 -0.003
H -2.502 -0.156 -0.604 0.232
H 1.146 1.995 0.420 0.237
H -1.717 3.434 0.051 0.242
H -2.941 2.457 0.450 0.229
H -1.603 2.476 1.603 0.241
H 3.178 -1.873 -0.527 0.216
H 1.726 -2.635 -0.051 0.220
H 1.601 -1.501 -1.316 0.227
```

## Properties
* energy relative to the best compared isomer or geometry (same formula, charge and spin): 27.5 kcal per mole
* total energy: -24373.776 eV
* 2S+1: 3
* frontier orbital gap (spin up / spin down): 6.5 / 6.4 eV
* total charge: 0

---

(8)
Here is the molecule C7H8ClNO2 at a distorted geometry from the Open Molecules 2025 dataset. Energies are from the ωB97M-V functional and the def2-TZVPD basis.

XYZ file:
```
19
Properties=species:S:1:pos:R:3:nbo_charge:R:1
Cl -2.543 -2.373 -0.909 -0.010
C -1.652 -1.643 0.363 0.147
N -1.766 -0.532 0.861 -0.423
C -1.480 0.042 2.041 -0.050
C -0.638 1.108 2.145 -0.257
C 0.126 1.667 0.952 -0.396
C 0.620 0.921 -0.066 0.592
O 1.345 1.543 -1.063 -0.477
C 1.482 0.510 -2.075 -0.120
C 1.273 -0.870 -1.429 -0.102
O 0.557 -0.429 -0.239 -0.512
H -0.886 -2.366 0.692 0.155
H -2.097 -0.336 2.828 0.211
H -0.502 1.647 3.105 0.215
H 0.258 2.686 0.980 0.224
H 2.449 0.766 -2.478 0.207
H 0.797 0.664 -2.931 0.190
H 0.517 -1.598 -1.709 0.217
H 2.140 -1.409 -1.067 0.192
```

## Properties
* energy relative to the best compared isomer or geometry (same formula, charge and spin): 21.3 kcal per mole
* total energy: -25492.824 eV
* frontier orbital gap: 8.2 eV
* SMILES: Cl/C=N/C=C\C=C1OCCO1
* total charge: 0

---

(9)
Here is the molecule C7H8ClNO2 at a distorted geometry from the Open Molecules 2025 dataset. Energies are from the ωB97M-V functional and the def2-TZVPD basis.

XYZ file:
```
19
Properties=species:S:1:pos:R:3:nbo_charge:R:1
C -0.049 -1.829 0.381 -0.210
C 1.035 -1.069 0.398 -0.195
C -1.383 -1.383 -0.067 0.213
C 1.160 0.151 -0.418 -0.182
C -1.683 0.019 0.412 0.055
C -0.600 1.032 0.273 0.511
C 2.318 1.048 -0.285 -0.660
N -2.122 -2.012 -0.889 -0.571
O -0.991 0.513 1.536 -0.476
O -0.855 2.308 -0.104 -0.675
Cl -3.306 0.623 0.182 -0.017
H 0.076 -2.911 0.686 0.237
H 1.951 -1.633 0.661 0.219
H 0.872 0.072 -1.438 0.221
H 2.036 2.139 -0.680 0.240
H 3.256 0.659 -0.749 0.229
H 2.749 1.196 0.759 0.221
H -2.942 -1.414 -1.212 0.353
H -1.520 2.490 0.556 0.486
```

## Properties
* energy relative to the best compared isomer or geometry (same formula, charge and spin): 41.5 kcal per mole
* total energy: -25491.950 eV
* frontier orbital gap: 9.6 eV
* total charge: 0

---

(10)
Here is the molecule C7H8ClNS at a distorted geometry from the Open Molecules 2025 dataset. Energies are from the ωB97M-V functional and the def2-TZVPD basis.

XYZ file:
```
18
Properties=species:S:1:pos:R:3:nbo_charge:R:1
C 2.182 -1.323 -0.189 -0.201
C 1.812 -0.405 -1.198 -0.201
C 1.645 -1.284 1.078 -0.205
C 0.910 0.639 -0.808 -0.221
C 0.590 -0.400 1.314 -0.198
C 0.353 0.611 0.413 -0.227
C -2.449 0.037 0.172 -0.482
N -1.367 2.424 -0.537 -1.120
S -1.115 1.639 0.782 1.016
Cl -2.463 -1.806 0.212 -0.099
H 2.854 -2.152 -0.466 0.216
H 2.226 -0.527 -2.224 0.227
H 1.824 -2.014 1.801 0.216
H 0.616 1.379 -1.638 0.262
H -0.080 -0.631 2.114 0.226
H -3.324 0.410 0.538 0.182
H -2.248 0.089 -0.881 0.216
H -1.966 3.315 -0.482 0.393
```

## Properties
* energy relative to the best compared isomer or geometry (same formula, charge and spin): 35.8 kcal per mole
* total energy: -32233.064 eV
* frontier orbital gap: 8.7 eV
* total charge: 0

---

(11)
Here is a cluster of 2 separate species, C7H8ClO2PS in total at a distorted geometry from the Open Molecules 2025 dataset. Energies are from the ωB97M-V functional and the def2-TZVPD basis.

XYZ file:
```
20
Properties=species:S:1:pos:R:3:nbo_charge:R:1
O 0.978 1.850 0.466 -0.545
C 1.206 1.192 -0.520 0.393
C 0.170 0.284 -1.060 -0.194
C -1.147 0.210 -0.471 -0.141
C -2.091 -0.619 -1.031 -0.218
C -1.809 -1.416 -2.092 -0.171
C -0.568 -1.261 -2.737 -0.251
C 0.384 -0.398 -2.269 0.029
Cl 1.840 -0.028 -3.172 0.007
H 2.237 1.373 -0.912 0.159
H -1.390 0.928 0.269 0.237
H -3.150 -0.553 -0.646 0.223
H -2.682 -2.114 -2.370 0.236
H -0.190 -1.743 -3.539 0.226
O 1.377 -1.480 3.658 -0.863
S 1.670 0.016 4.328 0.242
P 0.683 1.179 2.910 0.203
H 1.470 -1.477 2.677 0.481
H -0.366 1.662 3.533 -0.053
H 1.378 2.396 2.977 -0.002
```

## Properties
* energy relative to the best compared isomer or geometry (same formula, charge and spin): 0.0 kcal per mole
* total energy: -44127.632 eV
* frontier orbital gap: 7.9 eV
* SMILES: O=Cc1ccccc1Cl.OSP
* total charge: 0

---

(12)
Here is a cluster of 2 separate species, C7H8FN in total at a distorted geometry from the Open Molecules 2025 dataset. Energies are from the ωB97M-V functional and the def2-TZVPD basis.

XYZ file:
```
17
Properties=species:S:1:pos:R:3:nbo_charge:R:1
C 2.474 -0.203 -0.177 -0.196
C 1.814 -0.882 0.792 -0.202
C 1.688 0.475 -1.163 -0.203
C 0.443 -1.140 0.774 -0.206
C 0.363 0.197 -1.194 -0.198
C -0.312 -0.466 -0.165 0.017
C -2.596 1.447 0.392 -0.451
N -1.649 -0.694 -0.444 0.076
F -2.151 -1.412 0.618 -0.260
H 3.493 -0.005 0.052 0.216
H 2.406 -1.437 1.501 0.209
H 2.156 0.842 -1.953 0.207
H 0.003 -1.566 1.632 0.226
H -0.392 0.416 -2.018 0.229
H -3.587 1.352 0.112 0.174
H -2.445 1.337 1.475 0.171
H -1.708 1.738 -0.234 0.192
```

## Properties
* energy relative to the best compared isomer or geometry (same formula, charge and spin): 89.8 kcal per mole
* total energy: -11590.364 eV
* frontier orbital gap (spin up / spin down): 8.9 / 7.3 eV
* total charge: 0

---

(13)
Here is a structure of composition C7H8FN4 at a distorted geometry from the Open Molecules 2025 dataset. Energies are from the ωB97M-V functional and the def2-TZVPD basis.

XYZ file:
```
20
Properties=species:S:1:pos:R:3:nbo_charge:R:1
C -2.010 -2.055 -0.875 -0.125
C -1.349 -1.015 -1.534 -0.214
C -1.730 -2.271 0.545 -0.202
C -0.401 -0.253 -0.885 -0.195
C -0.816 -1.441 1.155 -0.191
C 0.050 -0.606 0.396 0.055
C 1.469 0.345 2.106 0.604
N 1.356 3.539 -1.931 -0.374
N 1.608 3.015 -0.945 0.354
N 0.935 0.296 0.972 -0.470
N 1.596 2.468 0.044 -0.217
F 1.093 -0.485 3.070 -0.272
H -2.592 -2.700 -1.471 0.233
H -1.680 -0.786 -2.547 0.237
H -2.370 -3.004 1.072 0.251
H 0.011 0.528 -1.546 0.216
H -0.536 -1.401 2.303 0.250
H 2.004 3.626 -2.707 0.427
H 1.156 1.213 0.294 0.426
H 2.206 0.985 2.483 0.208
```

## Properties
* energy relative to the best compared isomer or geometry (same formula, charge and spin): 0.0 kcal per mole
* total energy: -16055.871 eV
* frontier orbital gap (spin up / spin down): 8.8 / 8.8 eV
* total charge: +1

---

(14)
Here is the molecule C7H8FNS at a distorted geometry from the Open Molecules 2025 dataset. Energies are from the ωB97M-V functional and the def2-TZVPD basis.

XYZ file:
```
18
Properties=species:S:1:pos:R:3:nbo_charge:R:1
C 2.387 -0.246 -0.670 -0.637
C 1.166 0.089 0.024 -0.125
C 0.152 -0.776 0.107 0.050
N 0.387 -2.119 -0.213 -0.422
C -0.750 -2.751 -0.243 -0.107
S -2.175 -1.954 0.233 0.371
C -1.317 -0.461 0.266 -0.223
C -1.739 0.813 0.212 -0.220
C -3.323 1.298 0.306 0.026
F -3.959 0.877 -0.892 -0.377
H 3.313 0.143 -0.050 0.199
H 2.279 0.305 -1.546 0.223
H 2.697 -1.252 -0.806 0.240
H 1.274 1.121 0.381 0.212
H -0.776 -3.857 -0.526 0.226
H -1.103 1.660 -0.050 0.216
H -3.329 2.399 0.296 0.172
H -3.876 0.896 1.183 0.175
```

## Properties
* energy relative to the best compared isomer or geometry (same formula, charge and spin): 0.0 kcal per mole
* total energy: -22428.932 eV
* frontier orbital gap: 7.9 eV
* SMILES: C/C=c1\ncs\c1=C/CF
* total charge: 0